# 1
Density functional theory data (ωB97M-V/def2-TZVPD) for a molecular structure, C7H6AuCl2N2O3PrS at a distorted geometry.

```
23
Properties=species:S:1:pos:R:3:forces:R:3
Pr 5.00583 1.15464 0.73076 2.00 -2.50 3.92
Au -0.27184 -0.26060 -0.03001 -0.80 -0.15 1.14
Cl 3.65391 0.89258 2.85913 0.77 0.22 -1.88
Cl 2.34463 -2.22886 -1.82004 0.02 0.12 0.07
C 0.59689 0.75521 -1.40768 2.02 2.83 -3.89
C 3.61231 3.05020 0.40719 -4.24 8.02 -2.89
C 4.23723 1.48412 -1.60751 -2.89 2.43 -7.47
O 1.10266 1.41388 -2.20436 -1.85 -2.35 2.88
O 3.10401 4.01377 -0.02802 2.80 -5.64 2.81
O 3.82220 1.88501 -2.62107 2.48 -2.31 5.45
C -4.09351 -0.43347 2.49807 -0.09 0.67 0.73
N -3.91812 -1.50941 1.54542 0.91 -0.75 -1.13
C -4.90030 -2.30018 0.97947 0.21 0.89 0.75
C -4.30639 -3.20834 0.17230 1.14 0.47 0.08
N -2.94864 -2.95583 0.25173 0.84 -0.62 0.38
C -2.69646 -1.94194 1.10793 -3.64 -0.66 -0.76
S -1.24247 -1.41460 1.78122 1.77 -0.01 0.20
H -3.58633 -0.66766 3.44629 -0.37 -0.06 -0.24
H -3.66796 0.50110 2.10248 -0.26 -0.24 -0.05
H -5.16538 -0.31166 2.66781 0.24 0.14 0.10
H -5.93538 -2.13440 1.21707 -0.19 -0.09 0.05
H -4.71653 -3.98358 -0.42837 -0.19 -0.38 -0.47
H -2.20128 -3.46829 -0.23013 -0.66 -0.01 0.21
```
Forces are in eV/Å.

Calculated values
net charge = +4
energy = -70072.1880 eV
LUMO energy (spin up / spin down) = -0.581 / -0.626 Ha
frontier orbital gap (spin up / spin down) = 5.64 / 4.06 eV
multiplicity = 5
⟨S²⟩ = 6.011

***

# 2
Density functional theory data (ωB97M-V/def2-TZVPD) for a single C18H20N2O4 molecule.

```
44
Properties=species:S:1:pos:R:3:forces:R:3
O -4.33979 -1.91205 -1.07650 -0.08 -0.18 -0.42
C -4.18951 -1.12913 -0.16069 -0.35 0.27 0.36
C -5.08904 0.08130 0.04551 0.04 -0.01 -0.19
C -4.48327 1.31566 -0.63908 -0.03 -0.05 0.25
C -3.15150 1.63464 0.02430 -0.31 0.03 -0.53
O -3.07779 1.86820 1.21388 0.00 0.02 0.34
N -2.08842 1.58165 -0.81737 -0.02 -0.05 -0.43
C -0.72619 1.65526 -0.48992 0.38 0.07 0.19
C -0.26910 2.16045 0.72157 -0.17 0.07 -0.04
C 1.08065 2.14368 1.00924 0.43 -0.17 -0.21
C 1.98890 1.62533 0.09558 -0.51 0.04 -0.08
O 3.32317 1.64515 0.42090 0.11 0.18 0.04
C 4.08528 0.53831 0.15777 0.32 -0.38 -0.01
C 5.45412 0.73455 0.00080 -0.29 0.18 0.03
C 6.28522 -0.34815 -0.21302 0.00 -0.05 -0.01
C 5.76328 -1.62976 -0.27362 0.08 -0.13 -0.02
C 4.40275 -1.82351 -0.10562 0.08 -0.02 -0.02
C 3.55984 -0.74937 0.11335 -0.18 0.23 0.09
C 1.53906 1.16537 -1.13761 0.24 0.12 0.13
C 0.19105 1.18330 -1.42500 -0.13 0.05 0.15
N -3.21500 -1.26322 0.76747 0.36 -0.01 0.34
C -2.26009 -2.34414 0.71380 0.33 0.06 -0.30
C -0.87617 -1.90380 0.22097 -0.33 -0.51 -0.12
O -0.23081 -1.00971 1.09309 0.10 0.26 0.41
H -5.20867 0.28596 1.10977 -0.03 0.03 -0.03
H -6.06122 -0.13962 -0.39544 0.08 -0.05 0.06
H -4.37271 1.13277 -1.70827 -0.03 0.03 -0.02
H -5.15279 2.16553 -0.49260 0.09 0.01 -0.05
H -2.27047 1.30141 -1.77156 -0.12 0.08 0.22
H -0.97217 2.53798 1.44377 -0.01 0.01 0.02
H 1.44508 2.52025 1.95186 0.05 0.04 0.11
H 5.84459 1.73892 0.05285 0.03 0.12 0.00
H 7.34624 -0.18937 -0.33637 0.08 0.02 -0.01
H 6.41414 -2.47350 -0.44607 0.05 -0.07 -0.01
H 3.99081 -2.82157 -0.14069 -0.04 -0.07 0.00
H 2.49978 -0.90009 0.25873 -0.08 -0.03 0.02
H 2.24650 0.78558 -1.86020 0.04 -0.02 -0.05
H -0.15514 0.81544 -2.38153 -0.04 -0.05 -0.10
H -3.04295 -0.51742 1.42548 -0.16 0.04 -0.03
H -2.66530 -3.08560 0.02104 0.07 -0.01 0.15
H -2.17051 -2.79022 1.71115 0.01 -0.05 -0.09
H -0.26051 -2.80083 0.05980 -0.07 0.07 -0.06
H -0.96950 -1.37118 -0.72728 -0.04 -0.09 -0.01
H -0.16185 -1.41442 1.96578 0.05 0.02 -0.07
```
Forces are in eV/Å.

Calculated values
ΔE to the lowest compared entry with this formula, charge and spin = 0.648 eV
energy = -30161.7379 eV
LUMO energy = 0.023 Ha
frontier orbital gap = 8.73 eV
structure (SMILES) = O=C(CCC(=O)Nc1ccc(Oc2ccccc2)cc1)NCCO
multiplicity = 1

***

# 3
Density functional theory data (ωB97M-V/def2-TZVPD) for a molecular structure, C16H23AsBF4N2O2PdS.

```
51
Properties=species:S:1:pos:R:3:forces:R:3
Pd -0.14914 1.05052 0.16931 -0.24 -0.23 0.09
C 3.14668 -0.88441 1.12859 -0.16 -0.05 0.13
S 1.82990 0.30367 1.44890 -0.21 -0.04 -0.37
O 2.21569 0.97193 2.72256 0.09 0.21 0.22
C 2.24933 1.44103 0.11966 0.06 0.12 0.00
C 2.73449 2.70028 0.47537 -0.02 -0.02 -0.04
C 3.01842 3.62539 -0.51654 0.01 0.05 0.11
C 2.81036 3.30783 -1.85333 -0.01 -0.04 -0.07
C 2.36787 2.03870 -2.20018 0.02 -0.01 -0.08
C 2.11044 1.08029 -1.22760 -0.14 -0.10 0.11
H 4.08634 -0.33771 1.19858 0.01 0.02 0.00
H 3.00946 -1.36696 0.16484 -0.03 0.03 -0.08
H 3.06534 -1.62942 1.91763 0.03 -0.03 -0.02
H 2.87051 2.90634 1.53180 0.03 0.02 0.00
H 3.40422 4.60403 -0.25442 -0.01 0.01 0.02
H 3.01683 4.04195 -2.62225 0.00 0.00 -0.01
H 2.23505 1.77532 -3.24222 -0.01 0.00 0.00
H 1.80944 0.07402 -1.49914 0.02 0.00 -0.02
N 1.45018 6.02097 1.60716 0.05 -0.01 0.00
C 0.65846 6.45714 0.58889 0.07 0.06 0.06
O 0.59651 7.63310 0.27406 -0.03 -0.04 0.00
C -0.14676 5.40848 -0.10449 -0.07 -0.03 -0.13
C -0.72429 5.70945 -1.33242 0.01 -0.04 0.04
C -1.45212 4.73086 -1.98436 -0.01 0.01 -0.01
C -1.57512 3.48298 -1.38980 0.06 -0.01 0.02
N -1.03911 3.18941 -0.20719 0.06 -0.01 0.11
C -0.34680 4.13879 0.42015 -0.07 0.02 0.00
H 2.07452 6.70342 2.00306 0.00 -0.02 0.01
H 1.71323 5.05062 1.66919 -0.01 0.04 0.00
H -0.58510 6.69834 -1.74807 0.00 0.01 0.00
H -1.91439 4.91944 -2.94378 0.01 0.00 0.00
H -2.11083 2.67309 -1.87343 -0.01 0.01 0.00
H 0.03878 3.85164 1.39129 0.01 0.02 -0.01
F 2.35442 -2.48994 -1.58551 -0.04 0.07 0.05
B 1.03949 -2.74513 -1.11267 0.10 -0.05 -0.05
F 1.08791 -3.01402 0.26854 0.01 -0.03 0.07
F 0.49855 -3.83059 -1.80106 -0.10 -0.04 -0.03
F 0.25663 -1.58751 -1.31905 -0.06 -0.02 -0.09
C -4.11541 -1.00464 -0.60307 0.06 0.02 -0.02
As -2.56534 -0.18631 0.30221 0.52 0.17 -0.03
C -2.05975 -1.70943 1.40631 0.01 -0.03 -0.09
C -3.55679 0.81969 1.66337 -0.05 0.02 -0.04
H -4.74902 -1.53334 0.11132 0.02 0.01 0.02
H -3.75064 -1.70746 -1.35124 0.00 -0.01 0.01
H -4.70305 -0.23544 -1.10498 0.02 0.01 0.00
H -2.92849 -2.15740 1.89167 0.01 0.00 0.04
H -1.34310 -1.35058 2.14452 -0.03 -0.05 0.03
H -1.55149 -2.44046 0.77830 0.02 0.00 0.03
H -4.29703 0.19743 2.16950 0.01 -0.01 0.00
H -4.05589 1.67030 1.19722 0.00 0.00 0.01
H -2.83831 1.20268 2.38777 -0.01 -0.02 0.01
```
Forces are in eV/Å.

Calculated values
net charge = -1
ΔE to the lowest compared entry with this formula, charge and spin = 1.172 eV
energy = -110748.6970 eV
LUMO energy = 0.087 Ha
frontier orbital gap = 6.17 eV
multiplicity = 1

***

# 4
Density functional theory data (ωB97M-V/def2-TZVPD) for a molecular structure, C7H22N3O5OsPSSe2Te2 at a distorted geometry.

```
44
Properties=species:S:1:pos:R:3:forces:R:3
Os -0.05616 -0.76020 -0.42035 -0.94 -0.69 -0.30
Se 2.91988 2.59703 0.35679 -0.11 0.21 -0.03
Te 0.53287 1.90045 0.38551 -0.17 -0.20 -0.08
Te -0.07034 2.56968 -2.22303 0.09 -0.04 0.06
Se -1.05374 0.24942 -2.47674 0.45 -0.11 -0.24
C -1.17502 -4.08612 0.65108 0.00 -0.01 0.01
C -2.11175 -2.95120 0.23621 -0.06 0.01 -0.08
C -3.12079 -3.44847 -0.80377 0.00 0.02 -0.05
C -2.84659 -2.34778 1.43351 -0.01 -0.02 -0.05
N -1.34700 -1.90322 -0.41058 0.58 0.73 0.75
H -1.75821 -4.90382 1.07883 -0.02 0.00 -0.01
H -0.45400 -3.73620 1.38627 0.00 -0.02 -0.02
H -0.63249 -4.46517 -0.21624 0.00 0.01 0.01
H -3.74591 -4.22505 -0.36113 0.00 0.00 0.01
H -2.60732 -3.86670 -1.67031 0.00 0.00 0.00
H -3.76115 -2.63200 -1.13844 0.00 0.00 0.00
H -3.46168 -3.11616 1.90606 0.01 0.01 0.01
H -3.49333 -1.53209 1.10998 0.00 0.00 -0.01
H -2.14321 -1.95074 2.16051 0.06 0.04 0.05
N 3.65405 -0.28680 1.32718 0.90 -0.32 -1.11
C 4.46433 -0.63180 0.13518 0.09 0.13 0.03
P 3.37315 -1.18550 -1.23794 0.01 0.04 0.43
O 3.93608 -2.36316 -1.92355 -0.08 -0.03 -0.17
O 2.00870 -1.22044 -0.56298 0.08 0.27 -0.43
C 3.28721 0.20683 -2.42692 0.06 0.01 0.03
N 2.18377 -0.09422 -3.38839 -0.28 0.02 -0.03
H 4.12172 -0.44728 2.21508 -0.06 0.03 -0.08
H 2.75815 -0.79232 1.35055 0.48 -0.03 -0.11
H 3.36207 0.73376 1.25971 0.16 -0.14 0.00
H 5.14852 -1.44712 0.36085 -0.01 -0.03 -0.02
H 5.03578 0.24842 -0.16177 0.07 -0.02 0.00
H 4.21265 0.27808 -2.99532 0.02 0.08 0.03
H 3.06780 1.15119 -1.92040 -0.05 -0.04 -0.01
H 1.32844 -0.46370 -2.91760 0.03 0.14 0.05
H 2.46918 -0.78081 -4.08505 0.01 0.00 0.00
H 1.85096 0.76580 -3.83719 0.06 -0.07 -0.02
C 0.52633 -2.00244 4.07625 0.02 0.03 0.00
S 0.64519 -0.78882 2.79604 -0.52 -0.20 0.13
O 1.98995 -0.23226 2.86509 -1.09 0.11 1.15
O -0.42877 0.15506 2.97473 0.05 0.04 0.02
O 0.49024 -1.61044 1.54948 0.18 0.07 0.08
H 0.72347 -1.50030 5.02045 -0.01 0.00 0.01
H 1.26315 -2.78077 3.89380 0.01 0.00 0.00
H -0.47962 -2.41575 4.06922 0.00 0.01 -0.02
```
Forces are in eV/Å.

Calculated values
ΔE to the lowest compared entry with this formula, charge and spin = 1.528 eV
energy = -190195.9434 eV
LUMO energy (spin up / spin down) = -0.026 / -0.028 Ha
frontier orbital gap (spin up / spin down) = 6.49 / 6.44 eV
multiplicity = 1